# 1
Below is 5 unconnected molecules or ions with the total composition C24H49BN4O16P, with properties calculated with ωB97M-V/def2-TZVPD.

Each line ends with the Löwdin charge.
Geometry (Å):
C1 -0.2452 -4.9278 3.9494  -0.0377
C2 -0.6021 -4.3356 2.4847  -0.2300
O1 -0.7243 -5.4361 1.5086  0.0168
B1 -1.0724 -4.7785 0.2823  -0.5432
O2 -2.4632 -4.7919 -0.0801  0.1353
C3 -0.0351 -3.9885 -0.6862  0.0960
C4 0.2398 -2.4445 -0.5074  -0.1442
P1 -0.6096 -1.3605 0.7741  0.7574
N1 0.4214 -0.9364 1.9398  -0.2889
C5 1.2620 -1.9579 -1.5446  -0.1705
C6 1.5871 -0.3641 -1.4715  -0.0452
N2 1.9710 -2.6431 -2.5432  0.1548
N3 1.7226 -3.9395 -2.6781  -0.1405
N4 2.4418 -4.5922 -3.6739  0.1542
C7 0.7814 -4.5710 -1.8387  0.0000
C8 0.5411 -6.1402 -2.1453  -0.0816
O3 1.5447 -6.9436 -1.4321  -0.1323
O4 2.4235 -7.4192 -2.3816  -0.0490
H1 -1.2027 -4.9011 4.5797  0.0861
H2 0.0687 -6.0095 3.7672  0.0934
H3 0.5978 -4.3182 4.4030  0.0869
H4 0.2687 -3.6771 2.1484  0.0975
H5 -1.5653 -3.7309 2.5888  0.1133
H6 -2.5128 -4.9161 -1.0524  0.1113
H7 -1.7568 -2.0567 1.3180  0.0280
H8 -1.0854 -0.1553 0.1214  0.0261
H9 1.3288 -1.3876 1.7091  -0.0201
H10 2.1377 -0.1391 -0.4877  0.0984
H11 0.6117 0.2225 -1.4197  0.0719
H12 2.2498 -0.0392 -2.3401  0.0909
H13 1.7997 -4.9502 -4.3927  0.1260
H14 3.1298 -3.9316 -4.0697  0.1355
H15 -0.5236 -6.4717 -1.9301  0.1433
H16 0.7147 -6.3860 -3.2535  0.1305
H17 2.0622 -8.2483 -2.7718  0.1302
C9 1.7288 -0.4352 -6.5246  -0.0639
C10 0.4310 -0.2581 -5.7591  -0.2235
O5 0.3478 1.0499 -5.1882  0.0171
C11 0.0297 2.0415 -6.0410  -0.5814
O6 -0.1905 1.9193 -7.2174  0.1403
O7 0.0293 3.1964 -5.3548  -0.0355
C12 -0.1965 4.3508 -6.1670  -0.0242
H18 2.5850 -0.1912 -5.8903  0.0804
H19 1.8304 -1.4628 -6.8802  0.0769
H20 1.7731 0.2313 -7.3879  0.0809
H21 0.4050 -0.9606 -4.9220  0.1023
H22 -0.4409 -0.4603 -6.3874  0.1279
H23 -1.1059 4.2466 -6.7609  0.1015
H24 0.6665 4.5251 -6.8123  0.1068
H25 -0.3134 5.2079 -5.5038  0.0947
C13 0.4763 4.8587 -2.1148  -0.0488
C14 1.5508 3.9271 -2.6432  -0.2074
O8 2.8156 4.5953 -2.7253  0.0432
C15 3.4616 4.7521 -1.5603  -0.5754
O9 3.0758 4.3771 -0.4786  0.1036
O10 4.5973 5.4229 -1.8038  0.0129
C16 5.3423 5.7488 -0.6304  -0.0380
H26 0.4351 5.7738 -2.7107  0.0860
H27 -0.5016 4.3734 -2.1396  0.0832
H28 0.6833 5.1593 -1.0856  0.0609
H29 1.2927 3.6151 -3.6577  0.0980
H30 1.6318 3.0185 -2.0382  0.1139
H31 5.5348 4.8624 -0.0227  0.1001
H32 4.8094 6.5043 -0.0503  0.0916
H33 6.2986 6.1646 -0.9469  0.0979
C17 -6.4250 -3.9490 7.5033  -0.0653
C18 -5.0847 -4.6448 7.3597  -0.2126
O11 -5.1181 -5.6202 6.3097  0.0347
C19 -5.0453 -5.1311 5.0642  -0.5953
O12 -4.9480 -3.9673 4.7607  0.1126
O13 -5.1262 -6.1621 4.2077  0.0052
C20 -5.1603 -5.7686 2.8380  -0.0442
H34 -7.2256 -4.6816 7.6308  0.0841
H35 -6.4195 -3.2748 8.3617  0.0824
H36 -6.6661 -3.3662 6.6119  0.0741
H37 -4.8570 -5.1857 8.2804  0.1242
H38 -4.2733 -3.9298 7.1965  0.1232
H39 -4.3205 -5.1161 2.5913  0.0813
H40 -6.1089 -5.2750 2.6169  0.1022
H41 -5.0876 -6.6690 2.2281  0.0956
C21 2.9405 5.9874 2.2231  -0.0637
C22 1.4623 5.6513 2.2103  -0.2092
O14 0.7806 6.2709 3.3076  0.0335
C23 0.5277 7.5807 3.1637  -0.5927
O15 0.8129 8.2585 2.2082  0.1207
O16 -0.0750 8.0124 4.2824  0.0019
C24 -0.3131 9.4192 4.3025  -0.0454
H42 3.3829 5.7381 3.1912  0.0872
H43 3.4653 5.4407 1.4414  0.0362
H44 3.1055 7.0557 2.0643  0.0796
H45 1.3353 4.5736 2.3326  0.1256
H46 0.9938 5.9256 1.2609  0.1114
H47 -0.8573 9.7428 3.4134  0.0962
H48 0.6344 9.9549 4.3892  0.0999
H49 -0.9203 9.6427 5.1795  0.0940

Cartesian forces, eV/Å:
-0.648 -0.106 -1.191
1.033 0.189 1.681
-0.699 2.651 -1.897
-1.982 -1.776 1.319
2.932 -0.500 -0.556
3.476 4.112 -2.398
0.824 -4.413 -3.791
1.871 1.235 1.794
-0.252 -1.229 -1.921
-0.114 1.555 0.803
0.267 -1.085 0.320
-2.069 0.938 2.607
-2.677 0.568 2.722
-0.246 0.102 -0.088
-0.898 -1.773 0.575
0.756 0.462 -0.912
-2.415 0.927 -0.008
1.428 -0.759 -1.389
1.639 -0.081 -0.743
-0.304 1.483 0.489
-1.198 -0.857 -0.425
-1.228 -0.618 0.488
1.178 -0.859 -0.425
-0.435 0.588 0.672
0.426 0.262 -1.089
-0.194 -1.209 -0.094
-0.545 0.505 0.608
-0.772 -0.464 -1.433
1.284 -0.795 -0.354
-1.119 -0.500 1.127
0.426 0.231 0.384
-0.631 -0.284 0.391
1.354 0.508 0.302
-0.408 0.640 1.623
-0.130 0.422 0.804
0.125 0.203 -0.118
0.192 -0.398 -0.370
-0.241 0.298 0.174
0.166 0.184 -0.079
0.001 -0.061 0.418
-0.170 -0.640 -0.229
-0.090 0.569 -0.254
-0.072 -0.119 0.049
-0.024 0.034 0.023
-0.116 -0.116 0.036
-0.071 0.260 0.128
0.100 0.189 0.010
0.177 -0.112 0.003
-0.153 -0.087 -0.045
0.074 -0.260 0.148
0.085 0.161 0.235
-0.616 -0.136 -0.121
0.411 -0.127 0.315
-0.015 0.345 -0.320
0.165 -0.110 -0.413
-0.420 -0.389 0.031
0.360 0.202 0.321
-0.044 -0.129 -0.073
0.052 0.007 -0.062
-0.024 -0.113 -0.058
0.370 0.173 0.204
0.138 0.195 0.114
-0.161 0.083 -0.034
0.023 -0.158 0.017
-0.193 -0.066 -0.221
-0.177 0.043 -0.278
-0.147 0.470 0.534
0.242 -0.014 -0.545
-0.273 -0.185 0.371
0.150 -0.280 -0.042
0.144 0.245 0.206
-0.034 -0.012 -0.424
0.114 0.006 0.140
0.030 -0.080 -0.021
0.127 0.018 0.087
0.015 -0.214 -0.277
-0.126 -0.088 -0.190
-0.149 0.039 0.087
0.157 0.106 0.015
-0.009 -0.058 0.297
0.197 0.295 0.169
0.477 -0.243 -0.415
-0.367 0.322 0.025
0.188 -0.156 0.210
-0.167 -0.167 0.189
0.091 -0.211 -0.348
-0.137 0.446 0.109
-0.087 -0.100 -0.044
-0.161 -0.038 0.144
-0.113 -0.056 -0.049
-0.161 0.159 0.218
0.031 0.164 0.171
0.192 -0.063 0.015
-0.092 -0.010 -0.160
0.088 -0.286 -0.020

Results
E_LUMO in eV: -5.49
Gap between HOMO and LUMO in Ha: 0.2356
Charge: +1
Calculated total energy in eV: -74355.1013
HOMO in eV: -11.9

***

# 2
Below is 2 unconnected molecules or ions with the total composition C2H7N3S, with properties calculated with ωB97M-V/def2-TZVPD.

Each line ends with the Löwdin charge.
Geometry (Å):
C1 -1.4578 0.2394 0.3943  -0.7516
C2 -1.0423 1.2974 -0.5890  -0.1743
N1 0.9404 -1.0567 1.4109  0.0453
N2 1.5477 -0.6497 0.3721  -0.3117
N3 1.6146 -1.2606 -0.7563  0.0452
S1 -2.1725 -1.1899 0.0612  0.6276
H1 -1.2659 0.4433 1.4495  0.0302
H2 -0.3566 1.0236 -1.4367  0.0860
H3 -0.6774 2.2555 -0.2404  0.0661
H4 -2.0145 1.3520 -1.0132  0.0475
H5 0.9020 -2.0733 1.3127  0.0592
H6 1.8805 0.3198 0.5469  0.1654
H7 2.1016 -0.7010 -1.5122  0.0653

Cartesian forces, eV/Å:
0.765 -1.014 0.665
0.479 -0.862 -0.830
1.398 -0.435 0.642
-0.519 0.856 -0.620
0.853 0.475 -0.595
0.353 0.999 -0.149
-0.078 0.147 -0.129
-0.662 -0.443 0.933
-0.269 0.020 0.643
-0.820 1.136 -1.182
-0.878 -0.049 -0.214
-0.133 -0.428 -0.805
-0.488 -0.402 1.642

Results
E_LUMO in eV: 0.06
Gap between HOMO and LUMO in Ha: 0.3144
Calculated total energy in eV: -17489.0406
HOMO in eV: -8.5

***

# 3
Below is a molecular structure, C12H20N8O2Pt, with properties calculated with ωB97M-V/def2-TZVPD.

Each line ends with the Löwdin charge.
Geometry (Å):
Pt1 -1.5508 -0.0986 0.6890  1.2889
N1 0.0919 -1.5662 0.3209  -0.0189
C1 0.3862 -1.5805 -1.1323  -0.2722
C2 1.8230 -1.9560 -1.4858  -0.1325
C3 2.9086 -1.0304 -0.9392  -0.1518
C4 2.8608 0.4056 -1.4600  -0.1424
N2 3.1206 0.4316 -2.8990  0.1022
C5 2.5385 1.2019 -3.8126  -0.4307
N3 1.6630 2.1430 -3.4694  0.2202
N4 2.8993 1.0848 -5.0926  0.2192
C6 -0.0063 -0.2423 -1.7613  -0.6273
O1 0.2827 -0.0142 -2.9141  0.0741
O2 -0.5881 0.6198 -0.9666  -0.2200
H1 0.8945 -1.2718 0.8688  0.0955
H2 -0.1813 -2.4835 0.6564  0.1144
H3 -0.2666 -2.3356 -1.5741  0.1638
H4 1.8793 -1.9873 -2.5743  0.1246
H5 2.0114 -2.9731 -1.1344  0.1297
H6 3.8829 -1.4557 -1.1973  0.1264
H7 2.9058 -1.0047 0.1539  0.1145
H8 3.6155 1.0053 -0.9491  0.1371
H9 1.8923 0.8583 -1.2573  0.0956
H10 3.8155 -0.2181 -3.2330  0.1640
H11 1.2190 2.1059 -2.5677  0.1056
H12 1.1159 2.5774 -4.1938  0.1406
H13 3.4928 0.3338 -5.3996  0.1324
H14 2.4273 1.6090 -5.8094  0.1347
N5 -4.5200 -0.3701 3.5755  0.1509
C7 -5.2024 -1.1624 2.6777  -0.0222
C8 -4.3965 -1.2897 1.5921  -0.0745
N6 -3.2377 -0.5837 1.8256  -0.1028
C9 -3.3431 -0.0411 3.0268  -0.2576
C10 -2.2233 0.7469 3.4936  -0.2652
N7 -1.1723 0.8508 2.7009  -0.0257
C11 -0.2632 1.6466 3.3500  -0.0808
C12 -0.7808 2.0171 4.5534  -0.0283
N8 -2.0244 1.4373 4.6288  0.1466
H15 -4.8670 -0.0958 4.4810  0.1798
H16 -6.1817 -1.5556 2.8851  0.1367
H17 -4.5687 -1.8256 0.6761  0.1227
H18 0.6893 1.9031 2.9217  0.1191
H19 -0.3811 2.6296 5.3419  0.1351
H20 -2.6611 1.5344 5.4038  0.1787

Cartesian forces, eV/Å:
-0.105 0.204 -0.114
-0.074 -0.054 0.188
-0.096 -0.147 -0.031
0.058 -0.139 0.077
0.027 0.041 -0.094
0.155 0.078 -0.016
0.032 -0.141 0.007
-0.056 0.277 0.113
0.370 0.305 -0.116
-0.058 -0.107 -0.031
-0.140 -0.021 0.312
-0.434 -0.327 0.028
0.105 0.020 -0.276
0.020 -0.005 -0.031
0.087 -0.035 -0.036
-0.057 0.047 -0.027
-0.047 -0.010 -0.003
0.034 0.020 -0.013
-0.014 -0.021 0.042
-0.021 0.072 0.011
0.011 0.019 0.012
0.182 0.044 0.034
0.034 0.047 0.003
-0.029 -0.018 -0.098
-0.018 0.003 0.011
0.037 0.023 0.007
0.013 0.019 0.016
-0.071 -0.016 0.026
0.021 -0.001 -0.014
0.059 0.046 0.036
-0.079 -0.145 -0.025
0.010 -0.026 0.023
-0.014 0.016 0.135
0.003 -0.094 -0.100
0.044 0.006 -0.049
0.017 -0.015 -0.035
0.015 0.025 0.014
0.006 -0.002 0.000
0.004 0.014 0.025
-0.002 0.006 -0.006
-0.012 0.001 -0.011
-0.020 -0.009 0.012
0.001 0.001 -0.004

Results
Expectation value of S²: 2.005
E_LUMO (alpha / beta) in eV: -5.35 / -6.91
Gap between HOMO and LUMO (alpha / beta) in Ha: 0.3326 / 0.2791
Charge: +2
Calculated total energy in eV: -32018.4126
HOMO (alpha / beta) in eV: -14.4 / -14.5
Multiplicity: 3